{
  "formula": "C17H18GeInN3O4",
  "method": "ωB97M-V/def2-TZVPD",
  "de_lowest_kj_mol": 0.0,
  "spin_multiplicity": 1,
  "homo_energy_ev": [-6.5, -6.5],
  "fmax_ev_per_a": 3.1,
  "orbital_gap_ha": [0.20420, 0.20423],
  "species": ["In", "O", "C", "O", "C", "C", "C", "C", "C", "N", "C", "O", "O", "H", "H", "H", "H", "N", "C", "C", "C", "C", "C", "N", "C", "H", "H", "H", "H", "C", "Ge", "C", "C", "C", "H", "H", "H", "H", "H", "H", "H", "H", "H", "H"],
  "positions_angstrom": [[-0.2488, -0.2563, -0.4537], [3.3118, 2.1261, -2.5925], [2.3708, 1.5855, -1.7802], [2.5121, 0.4944, -1.2856], [1.2531, 2.5581, -1.4469], [1.3432, 3.9259, -1.5647], [0.3800, 4.7410, -0.9855], [-0.7161, 4.1760, -0.3311], [-0.7800, 2.7759, -0.3099], [0.1967, 2.0039, -0.8468], [-1.9214, 2.0386, 0.3876], [-2.5633, 2.6806, 1.1756], [-2.0174, 0.7813, 0.0951], [4.0063, 1.4550, -2.6925], [2.1420, 4.3515, -2.1691], [0.4407, 5.8080, -1.0181], [-1.4460, 4.7093, 0.1666], [3.5841, 1.8817, 5.0632], [2.6954, 1.4023, 4.4894], [1.5383, 0.8993, 3.8443], [0.5194, 0.4225, 4.6689], [-0.6324, -0.0232, 3.9990], [-0.6135, -0.0518, 2.6232], [0.3778, 0.4022, 1.8442], [1.4230, 0.9249, 2.4760], [0.6390, 0.4251, 5.7835], [-1.5708, -0.3427, 4.4059], [-1.5158, -0.3990, 2.0932], [2.2206, 1.3772, 1.8882], [0.2739, -4.6605, -2.4415], [-0.9711, -3.2678, -1.7764], [-2.4460, -2.9096, -2.9660], [-2.0142, -3.7470, -0.1696], [0.3303, -1.7808, -1.6977], [-0.1865, -5.6396, -2.6778], [1.0800, -4.7601, -1.7760], [0.5885, -4.2845, -3.3661], [-3.0675, -3.7808, -2.9668], [-2.1298, -2.6299, -3.9669], [-3.0172, -2.0514, -2.5904], [-2.8277, -4.4501, -0.4186], [-2.5185, -2.8629, 0.2081], [-1.4136, -4.0208, 0.6582], [1.3909, -2.0276, -1.5797]]
}

{
  "formula": "C3H4F3IO",
  "method": "ωB97M-V/def2-TZVPD",
  "de_lowest_kj_mol": 363.4,
  "spin_multiplicity": 1,
  "homo_energy_ev": [-9.0, -7.9],
  "fmax_ev_per_a": 3.4,
  "orbital_gap_ha": [0.33967, 0.25798],
  "species": ["C", "C", "C", "O", "F", "F", "F", "I", "H", "H", "H", "H"],
  "positions_angstrom": [[-0.4656, -0.9594, 0.4119], [0.4021, -0.6184, 1.5482], [0.2935, 0.8812, -2.2788], [-1.6759, -0.3459, 0.1987], [1.1319, -1.6460, 1.9773], [-0.3817, -0.3186, 2.6355], [1.4422, 0.2519, -1.9092], [-0.0987, 2.5940, -1.1500], [-0.0174, -1.3890, -0.4324], [1.2286, 0.3271, 1.2919], [0.1976, 1.0973, -3.3309], [-2.0565, 0.1259, 1.0378]]
}

{
  "formula": "C3H7NO2S",
  "method": "ωB97M-V/def2-TZVPD",
  "de_lowest_kj_mol": 318.8,
  "spin_multiplicity": 1,
  "homo_energy_ev": -7.9,
  "fmax_ev_per_a": 4.9,
  "orbital_gap_ha": 0.31386,
  "species": ["C", "C", "C", "N", "O", "O", "S", "H", "H", "H", "H", "H", "H", "H"],
  "positions_angstrom": [[1.0185, -0.3991, -0.3579], [-1.0821, 0.4292, 0.7484], [0.0276, 0.2521, -1.1710], [-0.4325, 1.2093, 1.6399], [1.7629, 0.0517, 0.5111], [-0.7513, -0.2782, -2.0875], [0.7719, -2.2478, -0.5481], [-1.0883, -0.5971, 1.1409], [-2.0529, 0.9246, 0.3486], [0.2658, 1.3144, -1.2460], [2.0714, -2.5553, -0.3999], [0.6219, 0.9349, 1.6763], [-0.5881, 2.2091, 1.6959], [-0.5448, -1.2477, -1.9508]]
}

{
  "formula": "C6H10",
  "method": "ωB97M-V/def2-TZVPD",
  "de_lowest_kj_mol": 257.3,
  "spin_multiplicity": 1,
  "homo_energy_ev": -8.7,
  "smiles": "C=C/C(C)=C/C",
  "fmax_ev_per_a": 6.7,
  "orbital_gap_ha": 0.35942,
  "species": ["C", "C", "C", "C", "C", "C", "H", "H", "H", "H", "H", "H", "H", "H", "H", "H"],
  "positions_angstrom": [[0.4029, 1.6093, -0.6969], [0.1781, 0.1871, -0.3240], [-0.8676, -0.6143, -0.0813], [-2.2097, -0.6530, -0.3670], [1.9791, -0.3629, 1.3454], [1.4732, -0.5089, 0.0884], [0.6018, 1.6818, -1.8053], [1.1365, 2.0127, -0.1457], [-0.6338, 2.1506, -0.3689], [-0.4484, -1.5182, 0.3543], [-2.7981, -0.5234, 0.4604], [-2.4630, -1.5971, -0.8576], [-2.6322, 0.1635, -1.0105], [1.7113, 0.3481, 2.1001], [2.7226, -1.1094, 1.8103], [1.8474, -1.2658, -0.5017]]
}

{
  "formula": "C23H53O3P3Tc",
  "method": "ωB97M-V/def2-TZVPD",
  "de_lowest_kj_mol": 0.0,
  "spin_multiplicity": 4,
  "homo_energy_ev": [-20.6, -20.5],
  "fmax_ev_per_a": 7.8,
  "total_charge": 4,
  "orbital_gap_ha": [0.21567, 0.12646],
  "s2": 3.770,
  "species": ["Tc", "C", "O", "C", "O", "P", "C", "H", "C", "H", "C", "H", "C", "P", "H", "H", "C", "H", "C", "H", "H", "H", "C", "H", "H", "H", "C", "H", "H", "H", "C", "H", "H", "H", "C", "H", "H", "H", "C", "H", "H", "H", "C", "H", "H", "H", "C", "H", "C", "H", "H", "C", "H", "H", "H", "C", "H", "H", "H", "C", "H", "H", "H", "C", "H", "H", "H", "H", "H", "C", "P", "C", "C", "O", "H", "H", "H", "H", "H", "H", "H", "H", "H"],
  "positions_angstrom": [[1.3055, -1.8638, -0.4838], [1.5590, -0.1099, -1.2296], [1.7356, 0.9554, -1.7103], [2.9068, -2.8285, -0.6133], [3.8597, -3.5329, -0.5933], [1.0516, 2.0572, 1.5473], [0.9336, 1.1963, 3.2830], [1.6210, 1.8857, 3.7985], [3.0613, 1.4726, 1.2617], [2.8270, 0.4600, 0.9085], [1.1605, 3.9482, 1.5293], [0.1784, 4.3383, 1.8146], [-2.1066, 1.2595, -3.6972], [-1.7204, 0.0530, -2.2308], [-3.2283, -1.6939, -2.9663], [-2.8036, 1.9699, -3.2471], [-0.5812, -1.4078, -3.3628], [-1.3203, -1.3393, -4.1754], [3.8057, 2.2630, 0.2134], [3.9940, 3.2763, 0.5681], [3.3294, 2.3029, -0.7572], [4.8033, 1.8414, 0.0583], [3.9196, 1.4933, 2.5050], [4.9737, 1.3437, 2.2595], [3.6906, 0.7619, 3.2655], [3.8594, 2.4792, 2.9702], [2.1823, 4.3833, 2.5891], [2.0399, 3.7972, 3.5089], [2.0536, 5.4357, 2.8741], [3.2172, 4.2497, 2.2311], [1.3627, 4.3554, 0.0276], [0.9397, 5.3442, -0.1866], [0.8254, 3.6347, -0.6087], [2.4236, 4.3583, -0.2622], [-0.4839, 1.3411, 3.8913], [-0.8614, 2.3862, 3.8653], [-0.4616, 1.0255, 4.9536], [-1.2182, 0.7070, 3.3491], [1.3903, -0.2321, 3.3945], [0.7846, -0.9008, 2.7883], [1.3228, -0.5206, 4.4453], [2.4164, -0.4016, 3.0863], [-2.7841, 0.4903, -4.8353], [-3.4798, -0.2478, -4.4176], [-2.0419, -0.0234, -5.4731], [-3.3750, 1.1483, -5.4911], [-0.8173, 2.0522, -4.0539], [-0.1616, 1.4863, -4.7416], [-2.9269, -2.3343, -0.9450], [-0.2365, 2.2963, -3.1537], [-1.0274, 3.0144, -4.5565], [-4.4773, -0.4987, -1.6391], [-2.8398, -1.9444, 0.0765], [-3.7760, -3.0369, -0.9748], [-2.0395, -2.9437, -1.1301], [-3.1608, -1.2204, -1.9667], [-5.2822, -1.2506, -1.6271], [-4.6974, 0.2716, -2.3938], [-4.3999, -0.0176, -0.6474], [-0.4909, -2.8550, -2.9469], [0.1405, -3.0704, -2.0465], [0.0150, -3.3827, -3.7665], [-1.4573, -3.3420, -2.8351], [0.7572, -1.0025, -3.9159], [0.8529, 0.0375, -4.2048], [0.9257, -1.6167, -4.8099], [1.6028, -1.2685, -3.2646], [-2.4699, 1.1676, -1.4536], [-0.4226, 2.3578, 1.6177], [0.7319, -3.6980, 2.6824], [-0.7577, -2.9008, 2.0753], [-1.9060, -4.1681, 1.5244], [-1.6181, -2.1521, 3.4795], [-0.3209, -1.9273, 0.9331], [1.2939, -4.0716, 1.8126], [0.4308, -4.5332, 3.3323], [1.3491, -2.9876, 3.2484], [-2.0058, -4.9287, 2.3179], [-2.9019, -3.7400, 1.3342], [-1.5122, -4.6460, 0.6163], [-1.1068, -1.2835, 3.9122], [-2.6403, -1.8641, 3.1896], [-1.7147, -2.9096, 4.2753]]
}